Below is a single C4H9NO3 molecule at a distorted geometry, with properties calculated with ωB97M-V/def2-TZVPD.

CARTESIAN COORDINATES (ANGSTROEM)
1 C 1.206 1.089 -0.688
2 O 1.321 1.586 -2.002
3 C 0.210 -0.059 -0.508
4 C -0.649 0.121 0.800
5 C -0.590 -1.117 1.648
6 O -0.143 -0.863 2.905
7 O -0.809 -2.235 1.273
8 N -0.606 -0.225 -1.705
9 H 2.218 0.781 -0.413
10 H 1.004 1.935 -0.020
11 H 0.565 1.301 -2.535
12 H 0.664 -1.046 -0.391
13 H -1.671 0.214 0.467
14 H -0.343 1.012 1.337
15 H -0.056 -1.733 3.346
16 H -1.392 0.414 -1.703
17 H -0.929 -1.175 -1.811

**SMILES**: N[C@@H](CO)CC(=O)O
**LUMO**: 0.6568 eV
**Orbital gap**: 0.3873 hartree
**ΔE to the lowest compared entry with this formula, charge and spin**: 24.6 kcal per mole
**HOMO level**: -9.8821 eV
**Net charge**: 0

natural (NBO) atomic charge list, values in e, 2 entries:
1 C -0.071
2 O -0.724


Below is C18H20Cl2N4O2SY as an isolated structure at a distorted geometry, with properties calculated with ωB97M-V/def2-TZVPD.

CARTESIAN COORDINATES (ANGSTROEM)
1 Y -0.187 0.051 0.411
2 O 1.896 0.012 1.180
3 N 2.600 -1.039 1.530
4 C 3.927 -0.892 1.685
5 C 4.729 -1.948 2.033
6 C 4.153 -3.210 2.196
7 C 2.789 -3.342 2.055
8 C 1.992 -2.240 1.741
9 S 0.290 -2.314 1.625
10 H 4.287 0.110 1.509
11 H 5.782 -1.782 2.189
12 H 4.763 -4.067 2.434
13 H 2.291 -4.288 2.192
14 Cl -4.381 2.907 0.237
15 C -2.764 3.496 0.145
16 C -2.552 4.854 -0.056
17 C -1.271 5.354 -0.105
18 Cl -1.038 7.055 -0.309
19 C -0.155 4.503 -0.038
20 C 1.185 4.942 -0.088
21 C 2.191 4.005 -0.130
22 C 1.864 2.649 -0.138
23 N 0.618 2.198 -0.020
24 C -0.392 3.106 0.072
25 C -1.715 2.574 0.267
26 O -1.889 1.311 0.519
27 H -3.404 5.506 -0.166
28 H 1.395 6.001 -0.100
29 H 3.228 4.309 -0.172
30 H 2.639 1.898 -0.229
31 C -4.184 -2.925 1.368
32 C -3.657 -2.643 -0.042
33 C -3.284 -3.961 -0.738
34 C -4.700 -1.886 -0.864
35 N -2.480 -1.796 0.177
36 N -1.774 -1.338 -0.989
37 H -5.053 -3.577 1.335
38 H -4.456 -1.990 1.851
39 H -3.412 -3.402 1.968
40 H -4.167 -4.577 -0.876
41 H -2.565 -4.516 -0.137
42 H -2.851 -3.787 -1.725
43 H -5.651 -2.409 -0.812
44 H -4.415 -1.822 -1.914
45 H -4.832 -0.882 -0.470
46 H -1.838 -2.343 0.752
47 H -2.401 -0.666 -1.441
48 H -1.609 -2.112 -1.652

**LUMO (alpha / beta)**: -0.3504 / -0.4323 eV
**Orbital gap (alpha / beta)**: 0.1421 / 0.2282 hartree
**ΔE to the lowest compared entry with this formula, charge and spin**: 24.6 kcal per mole
**Multiplicity**: 2
**HOMO level (alpha / beta)**: -4.2181 / -6.6422 eV
**Net charge**: 0

natural (NBO) atomic charge list, values in e, 2 entries:
1 Y 2.095
2 O -0.681


Below is a single CH2O2S3 molecule at a distorted geometry, with properties calculated with ωB97M-V/def2-TZVPD.

CARTESIAN COORDINATES (ANGSTROEM)
1 C -0.375 0.252 -0.485
2 O -2.055 -1.146 1.218
3 O -2.934 -0.271 -0.894
4 S -1.129 1.800 0.401
5 S 1.055 -0.590 0.234
6 S -1.964 -0.336 0.108
7 H -0.082 0.448 -1.536
8 H 0.716 0.067 1.350

**LUMO (alpha / beta)**: -0.1002 / -3.5477 eV
**Orbital gap (alpha / beta)**: 0.2405 / 0.2332 hartree
**ΔE to the lowest compared entry with this formula, charge and spin**: 53.1 kcal per mole
**Multiplicity**: 3
**HOMO level (alpha / beta)**: -6.6455 / -9.8934 eV
**Net charge**: 0

natural (NBO) atomic charge list, values in e, 2 entries:
1 C -0.807
2 O -0.888


Below is a 3-piece molecular cluster, C23H46BClNO6 overall at a distorted geometry, with properties calculated with ωB97M-V/def2-TZVPD.

CARTESIAN COORDINATES (ANGSTROEM)
1 C -6.059 -1.579 6.057
2 C -7.346 -0.937 6.506
3 O -7.646 -0.985 7.630
4 O -8.183 -0.359 5.629
5 C -7.542 0.422 4.593
6 C -7.847 -0.168 3.206
7 C -6.604 -0.658 2.420
8 C -6.787 -0.305 0.948
9 O -5.620 -0.378 0.196
10 B -5.705 -1.761 -0.300
11 N -4.581 -2.296 -1.218
12 C -3.841 -3.334 -0.607
13 C -4.064 -4.714 -1.208
14 O -3.083 -3.217 0.291
15 C -3.737 -1.269 -1.740
16 C -2.733 -0.548 -0.877
17 O -3.821 -0.967 -2.872
18 O -7.100 -1.952 -0.762
19 C -7.811 -1.230 0.147
20 Cl -8.851 -0.092 -0.906
21 H -5.860 -1.495 4.995
22 H -5.983 -2.597 6.403
23 H -5.256 -1.036 6.551
24 H -6.483 0.584 4.772
25 H -8.010 1.401 4.642
26 H -8.501 -1.017 3.365
27 H -8.411 0.557 2.621
28 H -5.662 -0.270 2.793
29 H -6.614 -1.741 2.466
30 H -7.235 0.682 0.831
31 H -5.629 -2.446 0.738
32 H -4.719 -5.271 -0.540
33 H -4.591 -4.594 -2.147
34 H -3.121 -5.221 -1.347
35 H -3.205 0.167 -0.212
36 H -2.111 -1.203 -0.276
37 H -2.090 0.012 -1.550
38 H -8.525 -1.810 0.725
39 C 0.950 -1.187 -2.526
40 C 1.359 -1.365 -1.067
41 C 1.602 -0.043 -0.340
42 C 2.739 0.808 -0.907
43 C 4.103 0.119 -0.950
44 C 4.631 -0.269 0.427
45 H 1.734 -0.703 -3.112
46 H 0.750 -2.158 -2.983
47 H 0.042 -0.586 -2.603
48 H 2.248 -2.001 -1.009
49 H 0.564 -1.903 -0.545
50 H 1.793 -0.252 0.717
51 H 0.681 0.548 -0.366
52 H 2.822 1.720 -0.305
53 H 2.479 1.139 -1.916
54 H 4.819 0.803 -1.418
55 H 4.062 -0.766 -1.591
56 H 4.716 0.608 1.073
57 H 5.622 -0.721 0.343
58 H 3.981 -0.994 0.918
59 C 6.284 4.045 -2.333
60 C 7.048 2.862 -2.919
61 C 7.786 2.036 -1.867
62 C 8.875 2.785 -1.096
63 C 9.975 3.398 -1.962
64 C 10.773 2.365 -2.751
65 H 6.954 4.762 -1.855
66 H 5.744 4.577 -3.118
67 H 5.555 3.710 -1.593
68 H 7.746 3.216 -3.683
69 H 6.338 2.208 -3.433
70 H 8.222 1.157 -2.351
71 H 7.058 1.650 -1.146
72 H 9.331 2.091 -0.382
73 H 8.418 3.575 -0.494
74 H 10.661 3.945 -1.309
75 H 9.552 4.137 -2.648
76 H 11.237 1.637 -2.081
77 H 11.568 2.850 -3.320
78 H 10.145 1.825 -3.460

**LUMO**: 2.0889 eV
**Orbital gap**: 0.2654 hartree
**HOMO level**: -5.1342 eV
**Net charge**: -1

Löwdin atomic charge list, values in e, 2 entries:
1 C 0.024
2 C -0.582


Below is a 2-piece molecular cluster, C3H7N4 overall at a distorted geometry, with properties calculated with ωB97M-V/def2-TZVPD.

CARTESIAN COORDINATES (ANGSTROEM)
1 C -0.029 -0.223 0.185
2 C -2.603 -1.892 -0.321
3 C 0.589 1.083 0.377
4 N -1.694 -2.932 -0.275
5 N -1.952 -2.484 -1.391
6 N -1.355 -0.171 0.019
7 N 0.795 -1.320 0.052
8 H -3.600 -1.769 -0.067
9 H 1.571 1.091 -0.034
10 H -0.056 1.827 -0.103
11 H 0.740 1.232 1.444
12 H -1.890 0.708 0.012
13 H 1.764 -1.116 0.184
14 H 0.463 -2.171 -0.380

**LUMO**: -5.0665 eV
**Orbital gap**: 0.3638 hartree
**ΔE to the lowest compared entry with this formula, charge and spin**: 108.2 kcal per mole
**HOMO level**: -14.9667 eV
**Net charge**: +1

natural (NBO) atomic charge list, values in e, 2 entries:
1 C 0.535
2 C 0.280


Below is C4H7NO2S as an isolated structure at a distorted geometry, with properties calculated with ωB97M-V/def2-TZVPD.

CARTESIAN COORDINATES (ANGSTROEM)
1 C 1.559 0.764 0.276
2 C -0.001 0.714 0.067
3 C -0.881 0.120 1.172
4 C -0.675 -0.221 -1.050
5 H 2.438 -1.961 0.415
6 H 1.968 1.743 0.523
7 H -1.384 2.613 -0.729
8 H -1.477 0.475 1.992
9 H -0.270 -0.623 1.665
10 H -0.144 -0.987 -1.547
11 H -0.991 0.488 -1.897
12 N 2.505 -0.193 -0.006
13 O 1.800 -1.330 -0.179
14 O -0.365 2.109 -0.248
15 S -1.823 -0.930 0.015

**LUMO**: 0.2251 eV
**Orbital gap**: 0.3176 hartree
**ΔE to the lowest compared entry with this formula, charge and spin**: 159.9 kcal per mole
**HOMO level**: -8.4180 eV
**Net charge**: 0

natural (NBO) atomic charge list, values in e, 2 entries:
1 C 0.027
2 C 0.221


Which of these has the highest net charge? C3H7N4


Copy entry 1 word for word.
Below is a single C4H9NO3 molecule at a distorted geometry, with properties calculated with ωB97M-V/def2-TZVPD.

CARTESIAN COORDINATES (ANGSTROEM)
1 C 1.206 1.089 -0.688
2 O 1.321 1.586 -2.002
3 C 0.210 -0.059 -0.508
4 C -0.649 0.121 0.800
5 C -0.590 -1.117 1.648
6 O -0.143 -0.863 2.905
7 O -0.809 -2.235 1.273
8 N -0.606 -0.225 -1.705
9 H 2.218 0.781 -0.413
10 H 1.004 1.935 -0.020
11 H 0.565 1.301 -2.535
12 H 0.664 -1.046 -0.391
13 H -1.671 0.214 0.467
14 H -0.343 1.012 1.337
15 H -0.056 -1.733 3.346
16 H -1.392 0.414 -1.703
17 H -0.929 -1.175 -1.811

**SMILES**: N[C@@H](CO)CC(=O)O
**LUMO**: 0.6568 eV
**Orbital gap**: 0.3873 hartree
**ΔE to the lowest compared entry with this formula, charge and spin**: 24.6 kcal per mole
**HOMO level**: -9.8821 eV
**Net charge**: 0

natural (NBO) atomic charge list, values in e, 2 entries:
1 C -0.071
2 O -0.724